# C5H7N3O2S

One molecule with the formula C5H7N3O2S at a distorted geometry (ωB97M-V/def2-TZVPD, the OMol25 dataset).

Geometry as ORCA input:
```
! RIJCOSX wB97M-V def2-TZVPD def2/J DEFGRID3
* xyz 0 1
O -1.62 -1.85 -1.19
C -2.02 -1.00 -0.47
O -2.67 0.14 -0.87
C -1.45 -0.71 0.94
C -0.76 0.73 0.85
C 0.55 0.56 0.15
N 1.09 1.60 -0.63
N 2.33 1.13 -0.93
C 2.71 -0.16 -0.30
S 4.09 -1.12 -0.25
N 1.48 -0.46 0.45
H -3.13 0.14 -1.84
H -0.81 -1.54 1.44
H -2.33 -0.36 1.53
H -0.66 1.38 1.87
H -1.51 1.26 -0.12
H 3.00 1.52 -1.76
H 1.72 -1.27 1.14
*
```

Output
Gap between HOMO and LUMO: 8.229 eV
Electronic energy: -907.554743 hartree
Relative energy (zero: lowest compared OMol25 entry of this formula, charge and spin): 92.50 kcal/mol

# C60H46CdN7O8

C60H46CdN7O8 as an isolated structure (ωB97M-V/def2-TZVPD, the OMol25 dataset).

Geometry as ORCA input:
```
! RIJCOSX wB97M-V def2-TZVPD def2/J DEFGRID3
* xyz -1 1
Cd 0.00 -0.41 0.36
C 6.70 6.40 -2.52
O 6.22 5.22 -3.15
C 5.33 4.47 -2.44
C 4.86 3.32 -3.05
C 3.96 2.50 -2.40
C 3.50 2.82 -1.12
C 3.98 3.97 -0.52
C 4.90 4.80 -1.16
C 2.49 1.95 -0.42
C 1.18 2.44 -0.35
C 0.73 3.72 -0.86
C -0.57 3.85 -0.52
C -0.94 2.64 0.19
N 0.12 1.81 0.24
C -2.17 2.43 0.84
C -2.50 1.30 1.62
C -3.74 1.15 2.37
C -3.67 -0.05 3.00
C -2.39 -0.64 2.65
C -1.93 -1.89 3.12
C -2.88 -2.68 3.98
C -3.58 -3.77 3.48
C -4.45 -4.50 4.27
C -4.63 -4.16 5.60
O -5.50 -4.93 6.31
C -5.72 -4.57 7.66
C -3.94 -3.08 6.13
C -3.07 -2.35 5.32
C -0.68 -2.48 2.84
N 0.32 -1.90 2.14
C 1.35 -2.78 2.06
C 2.59 -2.53 1.45
C 3.58 -3.66 1.41
C 4.36 -3.98 2.51
C 5.25 -5.05 2.48
C 5.36 -5.82 1.34
O 6.19 -6.89 1.22
C 6.99 -7.18 2.35
C 4.58 -5.51 0.22
C 3.71 -4.44 0.26
C 2.99 -1.33 0.85
C 4.34 -1.03 0.40
C 4.32 0.24 -0.07
C 2.95 0.71 0.06
N 2.20 -0.24 0.65
C 0.98 -4.01 2.76
C -0.27 -3.81 3.26
N -1.73 0.19 1.81
C -3.15 3.56 0.81
C -3.23 4.45 1.88
C -4.14 5.50 1.90
C -5.00 5.67 0.83
O -5.94 6.66 0.76
C -6.04 7.52 1.88
C -4.94 4.81 -0.26
C -4.02 3.77 -0.26
H 7.37 6.88 -3.23
H 7.26 6.16 -1.61
H 5.89 7.08 -2.27
H 5.21 3.08 -4.05
H 3.60 1.60 -2.90
H 3.63 4.23 0.47
H 5.26 5.69 -0.66
H 1.35 4.43 -1.39
H -1.23 4.69 -0.71
H -4.54 1.88 2.41
H -4.41 -0.49 3.66
H -3.45 -4.05 2.44
H -5.00 -5.35 3.87
H -6.45 -5.27 8.05
H -6.11 -3.55 7.75
H -4.80 -4.65 8.25
H -4.06 -2.79 7.17
H -2.53 -1.50 5.73
H 4.28 -3.38 3.41
H 5.85 -5.27 3.36
H 7.58 -8.05 2.09
H 6.37 -7.42 3.22
H 7.65 -6.35 2.59
H 4.68 -6.13 -0.66
H 3.10 -4.20 -0.60
H 5.18 -1.71 0.45
H 5.14 0.80 -0.49
H 1.60 -4.89 2.85
H -0.86 -4.51 3.84
H -2.55 4.30 2.72
H -4.16 6.17 2.76
H -6.85 8.20 1.68
H -5.12 8.09 2.03
H -6.26 6.96 2.80
H -5.62 4.97 -1.09
H -3.98 3.11 -1.12
O -4.34 0.57 -1.86
C -3.08 0.10 -1.69
O -2.83 -0.78 -0.92
C -2.09 0.78 -2.59
C -2.52 1.72 -3.50
C -1.59 2.27 -4.37
C -0.29 1.82 -4.30
C 0.07 0.87 -3.34
N -0.82 0.38 -2.47
C 1.52 0.37 -3.32
O 2.21 0.76 -4.30
O 1.88 -0.25 -2.30
H -4.87 0.10 -1.20
H -3.57 2.01 -3.53
H -1.89 3.01 -5.09
H 0.49 2.16 -4.97
N -1.55 -6.10 -2.64
C -1.22 -4.92 -1.99
C -0.11 -4.17 -2.38
C 0.20 -3.00 -1.70
N -0.52 -2.55 -0.67
C -1.58 -3.28 -0.29
C -1.96 -4.45 -0.90
H -1.20 -6.21 -3.57
H -2.49 -6.42 -2.51
H 0.51 -4.49 -3.21
H 1.05 -2.39 -1.99
H -2.15 -2.88 0.54
H -2.82 -5.00 -0.55
*
```

Output
Gap between HOMO and LUMO: 5.629 eV
Electronic energy: -3467.123876 hartree
Relative energy (zero: lowest compared OMol25 entry of this formula, charge and spin): 0.00 kcal/mol

# LiNO3Sr2

LiNO3Sr2 as an isolated structure at a distorted geometry (ωB97M-V/def2-TZVPD, the OMol25 dataset).

Geometry as ORCA input:
```
! RIJCOSX wB97M-V def2-TZVPD def2/J DEFGRID3
* xyz 4 1
Sr -2.20 -3.34 0.55
Sr 2.23 1.03 4.46
Li -3.17 1.88 -3.59
N 0.79 0.14 -0.37
O 0.59 -0.31 0.72
O 1.82 -0.09 -0.84
O -0.07 0.70 -0.94
*
```

Output
Gap between HOMO and LUMO: 3.775 eV
Electronic energy: -347.693178 hartree
Relative energy (zero: lowest compared OMol25 entry of this formula, charge and spin): 4.14 kcal/mol

# C6H14LaO3

C6H14LaO3 as an isolated structure at a distorted geometry (ωB97M-V/def2-TZVPD, the OMol25 dataset).

Geometry as ORCA input:
```
! RIJCOSX wB97M-V def2-TZVPD def2/J DEFGRID3
* xyz 3 1
H 1.25 0.17 4.04
C 0.34 0.41 3.48
H -0.10 1.39 3.62
H -0.40 -0.36 3.71
H 1.17 0.99 2.28
C -1.56 1.15 -3.60
O -0.67 0.55 -2.68
C -1.00 0.69 -1.28
C 0.13 0.13 -0.45
O -0.04 -1.31 -0.47
C 0.51 -1.99 0.62
C 1.44 -1.03 1.33
O 0.59 0.11 1.71
H -1.13 1.13 -4.61
H -2.49 0.57 -3.61
H -1.68 2.21 -3.32
H -1.94 0.14 -1.10
H -1.10 1.77 -1.10
H 0.61 1.02 -0.02
H 1.08 -2.90 0.39
H -0.35 -2.33 1.22
H 2.17 -0.63 0.62
H 1.88 -1.48 2.23
La 1.28 -0.39 -3.01
*
```

Output
Gap between HOMO and LUMO (spin up / spin down): 6.190 / 6.180 eV
Electronic energy: -492.924861 hartree
Relative energy (zero: lowest compared OMol25 entry of this formula, charge and spin): 111.47 kcal/mol

Among the records above, which one has the highest relative energy (zero: lowest compared OMol25 entry of this formula, charge and spin)? C6H14LaO3